No. 1
This record from OMol25 describes 2 unconnected molecules or ions with the total composition CCl4O2S at a distorted geometry. The level of theory is the ωB97M-V functional and the def2-TZVPD basis.

```
8
Properties=species:S:1:pos:R:3:forces:R:3
C -1.57800 -0.01960 -0.06061 0.150 0.658 -0.961
O 2.31774 -0.03292 1.37892 -0.841 0.705 -2.990
O 3.38054 -0.15736 -0.84448 -2.705 0.848 1.002
S 2.17064 0.22622 -0.07739 4.059 -1.351 1.996
Cl -0.42336 -1.29184 -0.47595 -0.509 -0.708 0.302
Cl -3.03297 -0.52085 0.72218 -0.356 -0.755 0.286
Cl -2.06639 0.67926 -1.66200 0.309 0.275 0.668
Cl -0.76820 1.11710 1.01934 -0.108 0.328 -0.302
```
Positions in Å, forces in eV/Å.

Results
- DFT total energy: -2427.499945 Ha
- Maximum force: 4.721 eV/A
- E_HOMO: -11.56 eV
- ΔE to the lowest compared entry with this formula, charge and spin: 0.3773 eV



No. 2
This record from OMol25 describes a molecular structure, C31H28IN3O2PtS at a distorted geometry. The level of theory is the ωB97M-V functional and the def2-TZVPD basis.

```
67
Properties=species:S:1:pos:R:3:forces:R:3
Pt 0.27182 -0.11864 -0.52700 0.397 -0.962 0.020
C 1.51446 -0.81856 3.90106 0.024 -0.052 0.001
C 0.61861 -1.82289 3.24435 -0.006 0.132 -0.102
N 0.51619 -3.01529 3.76581 -0.055 -0.048 0.010
C -0.29422 -3.92791 3.18164 -0.031 0.034 0.023
C -1.02691 -3.66434 2.06094 -0.009 0.010 -0.049
C -1.96149 -4.69940 1.50761 -0.005 0.011 -0.001
O -1.62814 -4.97359 0.14389 0.022 -0.014 0.010
C -0.89352 -2.39558 1.44142 -0.032 -0.216 -0.075
C -1.73407 -2.05795 0.32986 -0.192 0.207 0.357
N -1.54155 -1.03916 -0.43123 0.083 -0.166 -0.564
C -2.55921 -0.62519 -1.33786 0.053 -0.164 0.151
C -3.30855 -1.54992 -2.05805 0.027 0.006 -0.121
C -4.29534 -1.12456 -2.93157 0.031 -0.028 0.023
C -4.54372 0.22978 -3.08819 -0.016 0.068 -0.025
C -3.80710 1.15847 -2.36771 0.005 -0.070 -0.025
C -2.81493 0.73284 -1.49682 -0.106 0.114 0.016
I -1.80684 2.16583 -0.36077 -0.295 0.312 -0.038
C -0.05969 -1.42566 2.03047 0.235 0.175 0.171
O 0.12859 -0.22094 1.59597 -0.056 0.044 0.380
H 1.89667 -1.23168 4.83156 0.012 0.007 -0.007
H 0.97269 0.10575 4.09700 -0.037 -0.007 0.039
H 2.34767 -0.55624 3.24399 -0.011 0.001 -0.011
H -0.34677 -4.89801 3.66183 0.014 -0.007 0.007
H -2.99862 -4.34234 1.56201 0.004 -0.015 0.033
H -1.89596 -5.59929 2.12270 0.039 -0.009 -0.026
H -1.91250 -5.86618 -0.07060 -0.028 0.017 -0.016
H -2.64397 -2.63723 0.19602 -0.077 0.084 0.016
H -3.08243 -2.60530 -1.96512 -0.003 -0.004 0.043
H -4.85811 -1.85345 -3.49923 -0.004 0.002 -0.002
H -5.30751 0.56923 -3.77508 -0.001 0.003 0.006
H -4.00189 2.21606 -2.47781 -0.009 0.002 -0.004
C 0.99924 3.23774 3.70039 -0.030 0.051 -0.002
C 2.40525 3.72054 3.35014 0.031 0.006 -0.008
C 3.35082 3.34380 4.49923 -0.014 -0.013 0.007
C 2.36500 5.24705 3.19988 0.020 0.016 0.000
C 2.91884 3.09879 2.05294 -0.005 -0.015 -0.031
C 4.18885 3.47296 1.56721 -0.048 0.061 0.063
C 4.71920 2.96478 0.40306 0.025 -0.050 -0.129
C 3.95786 2.05071 -0.32158 -0.002 -0.025 0.044
S 4.31378 1.22754 -1.81773 -0.082 0.055 0.026
C 2.77727 0.44565 -1.74280 -0.032 0.088 -0.010
N 2.07594 0.74229 -0.67702 0.291 0.254 0.131
C 2.70605 1.66717 0.14777 -0.062 -0.229 0.029
C 2.18043 2.17413 1.33746 0.101 0.049 -0.073
C 2.14425 -0.42831 -2.70474 -0.134 -0.098 0.035
C 2.73551 -0.88966 -3.87907 -0.004 0.038 0.100
C 2.01531 -1.72173 -4.71059 -0.066 -0.058 -0.052
C 0.71751 -2.08763 -4.35419 0.086 -0.054 -0.121
C 0.13309 -1.62824 -3.18671 0.064 0.105 0.196
C 0.82513 -0.77498 -2.32042 -0.141 0.372 -0.426
H 0.67806 3.70710 4.63192 0.000 -0.006 0.001
H 0.96334 2.15860 3.83834 0.000 -0.018 0.001
H 0.27571 3.50444 2.92734 0.005 0.002 -0.015
H 2.99814 3.78391 5.43424 -0.003 0.002 0.003
H 4.36554 3.70223 4.32221 0.005 0.001 -0.008
H 3.39192 2.26028 4.62535 -0.001 -0.004 0.001
H 2.00235 5.70410 4.12284 -0.001 -0.003 0.003
H 1.69605 5.53891 2.38828 -0.002 -0.003 -0.005
H 3.35195 5.65980 2.98796 -0.005 0.010 0.007
H 4.77576 4.19332 2.12235 0.004 -0.013 0.008
H 5.69590 3.27673 0.05803 0.007 -0.002 0.006
H 1.21896 1.81051 1.66941 -0.023 -0.009 0.014
H 3.74858 -0.60122 -4.13567 0.015 0.007 0.008
H 2.45360 -2.09091 -5.62802 -0.004 -0.001 0.000
H 0.15683 -2.74500 -5.00843 -0.008 0.001 0.008
H -0.87464 -1.94083 -2.94271 0.038 0.010 -0.053
```
Positions in Å, forces in eV/Å.

Results
- DFT total energy: -2328.102221 Ha
- Maximum force: 1.041 eV/A
- E_HOMO: -7.43 eV
- ΔE to the lowest compared entry with this formula, charge and spin: 0.0000 eV



No. 3
This record from OMol25 describes C5H9N in the gas phase. The level of theory is the ωB97M-V functional and the def2-TZVPD basis.

```
15
Properties=species:S:1:pos:R:3:forces:R:3
C -3.13579 0.32587 -0.35459 0.372 -0.468 0.375
C -1.86250 0.65849 -0.17446 0.124 0.621 0.189
C -0.67577 -0.18532 -0.17896 0.001 -0.402 -0.370
C 0.45647 0.12433 0.43856 0.407 0.130 0.126
C 1.68363 -0.72759 0.37952 0.418 0.006 -0.283
N 2.73354 -0.05776 -0.39671 -0.275 0.060 -0.621
H -3.92513 1.01036 -0.08351 -0.084 0.149 -0.450
H -3.40071 -0.69176 -0.60454 -0.153 -0.094 -0.003
H -1.62198 1.69210 0.04231 -0.169 0.182 0.321
H -0.68877 -1.13078 -0.70791 -0.259 -0.148 -0.060
H 0.56417 1.05559 0.98140 -0.149 0.215 0.053
H 2.09577 -0.95939 1.36941 -0.515 -0.149 0.127
H 1.40183 -1.65167 -0.13865 0.218 -0.055 0.240
H 2.71410 0.95062 -0.33991 0.042 -0.103 0.174
H 3.66113 -0.41309 -0.23197 0.022 0.054 0.180
```
Positions in Å, forces in eV/Å.

Results
- DFT total energy: -250.613890 Ha
- Maximum force: 0.706 eV/A
- E_HOMO: -8.79 eV
- ΔE to the lowest compared entry with this formula, charge and spin: 1.4436 eV



No. 4
This record from OMol25 describes a molecular structure, C26H45AsBr3MgNO2Si2. The level of theory is the ωB97M-V functional and the def2-TZVPD basis.

```
81
Properties=species:S:1:pos:R:3:forces:R:3
Mg 0.27677 -1.13988 -0.55995 0.337 -0.230 0.207
C 0.65899 6.59623 1.81962 0.003 0.006 -0.003
C 1.92064 5.87900 1.32057 0.004 -0.024 -0.012
C 2.40835 6.59234 0.06014 0.005 0.022 0.004
C 3.01688 5.99271 2.38836 0.006 0.012 -0.005
C 1.60438 4.40873 1.05905 -0.009 -0.026 -0.021
C 1.73616 3.81244 -0.18190 0.015 0.020 0.031
C 1.41782 2.47388 -0.33840 0.043 0.133 -0.076
Br 1.63237 1.70839 -2.07254 -0.009 0.046 0.032
C 0.94846 1.63919 0.68599 0.064 -0.003 0.054
O 0.65748 0.40132 0.48298 -0.156 -0.043 -0.080
C 0.83404 2.25596 1.97160 0.006 0.051 0.031
C 1.15376 3.59458 2.10480 0.010 0.008 -0.011
C 0.35871 1.42996 3.16847 0.000 -0.017 -0.062
C -1.07745 0.94591 2.92301 0.006 -0.032 -0.018
C 0.35128 2.24472 4.46376 -0.024 0.001 0.030
C 1.30044 0.23618 3.39081 0.004 0.009 0.015
H 0.86031 7.65803 1.98449 0.008 0.027 0.015
H 0.30656 6.16915 2.75867 -0.012 -0.016 0.018
H -0.14706 6.50572 1.09006 -0.010 0.004 -0.023
H 2.62423 7.63816 0.29090 0.002 0.006 0.001
H 1.65534 6.57176 -0.72907 -0.027 -0.001 -0.013
H 3.32155 6.13925 -0.32888 0.021 -0.016 0.001
H 3.24914 7.04191 2.58987 0.003 0.026 0.007
H 3.92890 5.49433 2.05635 0.015 -0.009 -0.015
H 2.70753 5.52957 3.32525 -0.008 -0.011 0.022
H 2.08570 4.36319 -1.04317 0.004 0.012 -0.013
H 1.05055 4.04522 3.08243 0.005 0.015 0.006
H -1.75020 1.79980 2.81196 -0.011 0.019 0.009
H -1.42198 0.35175 3.77401 -0.008 -0.021 0.018
H -1.15561 0.33798 2.02483 0.016 -0.011 0.000
H -0.34696 3.08367 4.41865 -0.011 0.008 -0.013
H 1.34205 2.63148 4.71102 0.032 -0.005 0.005
H 0.03418 1.59429 5.28116 -0.011 -0.003 0.022
H 1.35809 -0.40877 2.51885 -0.011 0.005 -0.034
H 0.94954 -0.35788 4.23873 -0.005 -0.015 0.021
H 2.30813 0.59257 3.61763 0.022 0.003 0.017
Br 2.43937 -2.51512 -0.11516 -0.051 0.026 0.113
C 1.75919 -5.11267 -1.93043 -0.182 -0.318 -0.350
Br 0.40187 -5.10195 -3.22524 0.143 0.050 0.128
H 1.50271 -5.59698 -1.00411 0.013 0.134 0.071
H 2.75961 -5.14136 -2.32857 0.035 0.101 0.067
O 0.36946 -1.55445 -2.50061 -0.419 0.273 -0.259
N 1.12774 -1.21844 -3.49670 0.213 -0.233 0.154
C 2.33269 -1.81021 -3.61828 0.020 0.070 -0.061
C 3.14689 -1.49388 -4.68419 -0.044 0.000 0.051
C 2.72337 -0.56924 -5.62564 0.028 -0.009 -0.016
C 1.48205 0.02528 -5.46750 -0.035 0.020 0.000
C 0.69460 -0.31064 -4.38829 0.007 -0.040 -0.085
H 2.57072 -2.48219 -2.80347 0.013 -0.013 -0.002
H 4.11177 -1.97439 -4.75424 0.010 0.005 -0.018
H 3.35259 -0.31189 -6.46583 0.007 0.011 -0.010
H 1.11118 0.76000 -6.16707 0.013 0.003 -0.015
H -0.27785 0.10181 -4.17075 0.015 -0.010 -0.011
C -2.50748 -2.24508 -3.51874 -0.006 0.037 -0.013
Si -3.32482 -2.57241 -1.85370 -0.006 0.063 0.085
C -4.98605 -1.68147 -1.94273 -0.019 0.006 0.026
C -3.73405 -4.41029 -1.83126 0.002 -0.013 -0.018
As -2.20987 -1.70133 -0.01343 0.027 -0.106 0.005
Si -1.83977 -3.56610 1.31876 -0.065 0.103 -0.029
C -0.51756 -3.11102 2.57050 0.016 0.044 0.032
C -1.29039 -5.17299 0.50524 0.038 -0.039 -0.015
C -3.40467 -3.98105 2.28853 -0.027 -0.021 -0.031
H -3.18226 -2.55636 -4.32147 -0.008 -0.003 -0.047
H -1.56256 -2.77703 -3.61360 0.038 -0.042 0.005
H -2.29843 -1.17995 -3.63647 -0.028 0.037 -0.007
H -5.56568 -1.99144 -2.81641 -0.029 -0.012 -0.038
H -4.83611 -0.60133 -1.99132 0.009 0.033 -0.012
H -5.57308 -1.88384 -1.04519 -0.026 -0.014 0.025
H -4.44467 -4.61367 -2.63763 -0.021 -0.042 -0.019
H -4.19034 -4.72028 -0.89041 -0.035 0.001 0.034
H -2.84729 -5.02225 -1.99360 0.048 -0.013 -0.029
H 0.43114 -2.86517 2.08828 0.019 -0.052 -0.012
H -0.34236 -3.94803 3.25315 0.007 0.003 0.030
H -0.82163 -2.24440 3.15965 -0.029 0.042 0.037
H -0.51331 -5.00879 -0.24189 0.009 0.067 0.026
H -2.11910 -5.68810 0.02111 -0.021 -0.027 0.003
H -0.88889 -5.82932 1.28348 0.019 -0.044 -0.009
H -3.71927 -3.11829 2.87769 0.001 0.020 0.028
H -3.25648 -4.83068 2.96033 0.018 -0.029 0.036
H -4.22206 -4.22585 1.60710 -0.035 -0.017 -0.020
```
Positions in Å, forces in eV/Å.

Results
- Charge: -1
- Multiplicity: 2
- DFT total energy: -11960.051572 Ha
- <S²>: 0.7551
- Maximum force: 0.563 eV/A
- E_HOMO: -4.21 eV
- ΔE to the lowest compared entry with this formula, charge and spin: 0.4056 eV



No. 5
This record from OMol25 describes 2 unconnected molecules or ions with the total composition C4H11IN at a distorted geometry. The level of theory is the ωB97M-V functional and the def2-TZVPD basis.

```
17
Properties=species:S:1:pos:R:3:forces:R:3
C -0.53906 -0.14750 -1.71001 1.112 0.700 1.571
C 1.83623 2.05678 0.15250 -1.533 -1.038 0.791
C -1.36416 -0.22118 -0.36311 -0.090 0.679 -0.245
C -0.45457 -0.26436 0.88900 -0.998 -1.311 -1.338
N 0.04412 -1.72324 1.10508 4.404 3.676 1.509
I -0.60142 0.86537 2.61794 -0.027 -0.549 -0.696
H -1.04305 -0.40719 -2.60704 -0.821 -0.868 -0.414
H 0.38873 -0.73474 -1.58114 -0.449 -0.063 -0.378
H -0.17102 0.85252 -1.95078 -0.074 0.160 0.603
H 1.07397 2.78302 0.41407 0.187 -0.130 -0.122
H 1.64760 0.99104 0.34824 0.193 0.755 -0.144
H 2.76631 2.34666 -0.21083 1.320 0.509 -0.590
H -2.11359 -1.04042 -0.46808 0.838 -0.138 0.586
H -2.05518 0.61913 -0.22782 0.476 0.225 -0.241
H 0.61066 -2.09501 0.31205 -0.692 0.332 0.472
H 0.71091 -1.63109 1.98351 -1.659 -0.816 -2.031
H -0.73647 -2.24978 1.29644 -2.186 -2.123 0.668
```
Positions in Å, forces in eV/Å.

Results
- Charge: +1
- DFT total energy: -511.024702 Ha
- Maximum force: 5.932 eV/A
- E_HOMO (alpha / beta): -12.07 / -13.07 eV
- ΔE to the lowest compared entry with this formula, charge and spin: 4.5314 eV



No. 6
This record from OMol25 describes a molecular structure, C5H6O2 at a distorted geometry. The level of theory is the ωB97M-V functional and the def2-TZVPD basis.

```
13
Properties=species:S:1:pos:R:3:forces:R:3
O 0.42672 -0.66070 -2.20644 -0.126 -0.079 0.142
C 0.74713 0.24718 -1.35062 0.004 0.007 0.259
C 0.17996 0.19578 -0.08557 0.057 0.354 -0.219
C -1.13931 0.47404 0.55752 -0.190 -0.114 -0.006
C 0.13761 1.07990 1.09583 0.110 0.112 0.080
C 0.21625 -1.75032 -0.03513 0.048 -0.789 1.026
O 0.20159 -2.29672 0.98645 -0.003 0.520 -0.840
H 1.62973 0.86141 -1.56882 -0.102 -0.119 0.080
H -1.61075 -0.30857 1.15071 0.070 0.117 -0.115
H -1.82895 1.12077 0.02198 0.110 -0.093 0.070
H 0.50795 0.67591 2.03652 -0.045 0.053 -0.154
H 0.29200 2.14955 0.96953 -0.002 -0.171 -0.004
H 0.19979 -1.53042 -1.44633 0.070 0.201 -0.320
```
Positions in Å, forces in eV/Å.

Results
- DFT total energy: -344.467914 Ha
- Maximum force: 1.295 eV/A
- E_HOMO: -8.58 eV
- ΔE to the lowest compared entry with this formula, charge and spin: 3.6462 eV